1.
The following is a quantum chemistry calculation of a molecular structure, C5H9F, from OMol25.

Last column: Mulliken charge in e.
CARTESIAN COORDINATES (ANGSTROEM)
F  -0.8821  2.0661  -0.4582  -0.35
C  -0.8428  0.7952  0.3042  -0.12
C  1.6751  0.5784  -0.2405  -0.84
C  -0.2393  -1.2442  -0.4310  -0.80
C  -1.6181  -0.4198  -0.1119  -0.30
C  0.5295  0.0591  0.2111  0.22
H  -0.0040  -1.4721  -1.4479  0.30
H  -2.1311  -0.9026  0.8942  0.23
H  0.6503  -0.1046  1.2017  0.27
H  -0.2316  -2.2962  -0.0005  0.22
H  2.3380  0.6238  -1.4141  0.28
H  -1.1639  1.0304  1.4371  0.21
H  2.6556  -0.1256  0.7577  0.17
H  -2.2052  -0.3032  -1.1028  0.28
H  1.4695  1.7154  0.4009  0.23

Properties
Energy above the lowest of the compared OMol25 structures with the same formula, charge and spin (kJ/mol): 600.4
LUMO energy (eV): 0.709



2.
The following is a quantum chemistry calculation of C5H9F2N in the gas phase, from OMol25.

Last column: Mulliken charge in e.
CARTESIAN COORDINATES (ANGSTROEM)
F  0.3368  -2.1374  1.1353  -0.34
F  0.7163  -2.0544  -1.0586  -0.24
N  -2.5057  0.3854  -0.1025  -0.72
C  0.7792  -1.3990  -0.0244  -0.02
C  -0.2222  -0.2288  -0.0436  0.75
C  -1.6699  -0.7266  -0.0535  -0.48
C  0.4406  0.9333  0.1458  -0.31
C  1.9198  1.3860  0.0252  -0.98
H  -2.2403  1.1753  0.7110  0.31
H  -0.2266  1.8456  0.4151  0.07
H  2.4754  1.5465  1.1178  0.28
H  -2.2172  -1.3814  0.6705  0.26
H  1.8988  1.9917  -0.8540  0.36
H  -1.7870  -1.5416  -0.8770  0.30
H  -2.0975  0.9737  -0.8707  0.36
H  1.8502  -1.1626  0.1135  0.20
H  2.5492  0.3943  -0.4498  0.20

Properties
Structure (SMILES): C/C=C(/CN)C(F)F
Energy above the lowest of the compared OMol25 structures with the same formula, charge and spin (kJ/mol): 322.6
LUMO energy (eV): 0.851



3.
The following is a quantum chemistry calculation of a molecular structure, C5H9F3N3OP3, from OMol25.

Last column: Mulliken charge in e.
CARTESIAN COORDINATES (ANGSTROEM)
P  -1.3988  0.6724  1.8656  0.01
P  0.5241  -0.0007  -0.1603  0.51
P  1.1349  2.1959  1.7802  0.13
F  -0.4507  2.6520  1.0667  -0.39
F  -1.6746  -0.8469  2.4864  -0.35
F  0.5898  0.2238  3.5683  -0.29
O  -1.9434  0.3070  -0.8149  -0.23
N  -1.0542  0.0828  0.3119  0.47
N  0.3280  0.6912  2.2132  0.18
N  2.0962  1.7879  0.6732  -0.36
C  0.3010  1.3974  -2.4352  -0.55
C  1.5412  -1.5304  0.2321  -0.35
C  -2.6595  -0.8115  -1.0204  -0.58
C  2.6445  -1.3307  0.8627  -0.64
C  0.5840  0.2123  -1.9427  -0.20
H  -3.2946  -0.9732  -0.2095  0.25
H  1.1103  -2.5938  -0.0164  0.24
H  2.8880  -0.3558  1.1129  0.45
H  0.7376  -0.6890  -2.5181  0.37
H  -1.9502  -1.7045  -1.1331  0.22
H  -3.2647  -0.8301  -1.8769  0.33
H  0.2016  1.5514  -3.4512  0.34
H  -0.1768  2.1780  -1.7610  0.20
H  3.1863  -2.2856  1.1665  0.23

Properties
Energy above the lowest of the compared OMol25 structures with the same formula, charge and spin (kJ/mol): 249.2
LUMO energy (eV): -1.129



4.
The following is a quantum chemistry calculation of 2 unconnected molecules or ions with the total composition C5H9FN, from OMol25.

Last column: Mulliken charge in e.
CARTESIAN COORDINATES (ANGSTROEM)
F  -0.9534  -0.2353  -1.2208  -0.34
N  1.8218  -0.1164  -0.7566  -0.21
C  -1.7835  0.7398  -0.7293  0.11
C  -3.0731  0.5708  -0.5778  -0.62
C  1.1214  0.0791  1.7199  -0.26
C  0.4958  -0.9755  1.2674  -0.33
C  1.8148  -0.6891  0.6500  -0.33
H  -0.3246  -1.6506  1.2486  0.39
H  -3.5689  -0.3459  -0.8450  0.27
H  0.8469  0.0351  -1.0684  0.23
H  1.2147  0.8999  2.3862  0.40
H  2.3367  0.7719  -0.8041  0.39
H  2.2500  -0.7767  -1.4143  0.39
H  -1.2156  1.6306  -0.4889  0.28
H  2.6901  -1.3037  0.8045  0.40
H  -3.6732  1.3661  -0.1712  0.25

Properties
Total charge: +1
Energy above the lowest of the compared OMol25 structures with the same formula, charge and spin (kJ/mol): 185.7
LUMO energy (eV): -3.279



no.,E_HOMO (eV),strongest force on any atom (eV Å⁻¹),gap between HOMO and LUMO (eV)
1,-9.64,10.89,10.3
2,-9.62,7.48,10.5
3,-8.75,4.95,7.6
4,-13.85,1.83,10.6